# 1
C5H8N2O in the gas phase in a non-equilibrium geometry, computed with wB97M-V/def2-TZVPD.

Geometry as XYZ:
```
16
Properties=species:S:1:pos:R:3:forces:R:3:mulliken_charge:R:1
C 0.0490 -0.3045 -0.4799 0.66 1.40 -2.28 1.290
C 1.1753 0.6021 -1.1273 -2.16 0.01 0.92 -0.606
C -0.7947 -1.0701 -1.4743 0.10 -0.18 0.31 -1.729
C -0.5713 0.0217 0.8294 -0.27 0.09 -0.21 0.155
C 0.3013 0.5019 1.9321 0.18 -0.10 0.63 -0.036
O 1.4228 -0.5790 -0.4565 1.06 -1.19 0.80 -0.457
N -1.7955 -0.1253 1.1318 0.10 0.02 0.25 -0.749
N 1.1514 1.4142 1.7620 0.11 0.23 -0.29 -0.523
H -2.3882 -0.4510 0.3727 0.19 -0.02 -0.20 0.244
H 1.3654 0.5807 -2.1931 -0.32 -0.07 -0.13 0.320
H 1.3184 1.5364 -0.5995 0.52 -0.12 0.07 0.284
H 1.6683 1.6704 2.5992 -0.18 -0.18 0.15 0.244
H 0.0979 -0.0067 2.8831 0.05 0.19 -0.01 0.388
H -1.5749 -0.4357 -1.8996 0.02 -0.02 0.05 0.340
H -1.2653 -1.9310 -0.9949 -0.03 -0.08 -0.10 0.401
H -0.1598 -1.4243 -2.2851 -0.02 0.01 0.03 0.435
```
Forces are in eV/Å.

Properties
- ΔE to the lowest compared entry with this formula, charge and spin (kJ/mol) = 258.0
- structure (SMILES) = [H]/N=C(/C=N/[H])[C@@]1(C)CO1
- charge = 0
- E_LUMO (eV) = 0.600
- HOMO level (eV) = -9.843
- orbital gap (eV) = 10.44



# 2
C6H5N in the gas phase in a non-equilibrium geometry, computed with wB97M-V/def2-TZVPD.

Geometry as XYZ:
```
12
Properties=species:S:1:pos:R:3:forces:R:3:mulliken_charge:R:1
C 1.3395 -0.0645 -0.5676 -0.54 0.78 0.04 -0.406
N 0.2704 -2.2491 -0.0393 0.67 0.25 -0.28 -0.561
C 1.0707 -1.4649 -0.4052 -0.26 -0.75 0.10 0.212
H -0.6944 -1.3440 0.3758 -0.30 0.66 0.06 0.386
H 2.1186 0.2697 0.1181 -0.05 -0.02 -0.03 0.261
H 1.6105 0.1915 -1.5875 0.04 -0.03 0.02 0.358
C -1.0136 -0.0998 0.6272 0.78 -0.63 -0.80 -0.127
C -0.0584 0.7128 -0.2210 0.21 -0.92 0.47 0.295
C -1.9157 -0.1497 1.4654 -0.71 0.47 0.61 -0.482
C -0.2889 1.8966 -0.6521 0.26 0.05 -0.21 -0.664
H -2.7078 -0.2726 2.1657 0.03 -0.02 0.00 0.411
H 0.2691 2.5741 -1.2794 -0.13 0.15 0.02 0.316
```
Forces are in eV/Å.

Properties
- ΔE to the lowest compared entry with this formula, charge and spin (kJ/mol) = 671.2
- charge = 0
- E_LUMO (spin up / spin down) (eV) = -0.720 / -0.084
- HOMO level (spin up / spin down) (eV) = -6.800 / -8.872
- orbital gap (spin up / spin down) (eV) = 6.08 / 8.79



# 3
CH2N2OS in the gas phase in a non-equilibrium geometry, computed with wB97M-V/def2-TZVPD.

Geometry as XYZ:
```
7
Properties=species:S:1:pos:R:3:forces:R:3:mulliken_charge:R:1
C 0.2496 -0.1452 -0.5745 -2.96 -1.04 1.04 -0.327
N 1.0675 0.2933 0.4125 3.11 0.21 4.17 0.368
N 1.4915 0.5296 1.4582 -1.12 -0.15 -2.39 -0.349
O -2.0580 -0.1320 0.7507 -0.06 -0.63 0.56 -0.524
S -1.2969 0.7337 -0.1863 -0.64 1.49 -1.03 0.230
H 0.6608 -0.1347 -1.5053 1.12 0.58 -2.63 0.366
H -0.1146 -1.1446 -0.3553 0.54 -0.45 0.28 0.235
```
Forces are in eV/Å.

Properties
- ΔE to the lowest compared entry with this formula, charge and spin (kJ/mol) = 216.8
- charge = 0
- E_LUMO (spin up / spin down) (eV) = -0.214 / -1.017
- HOMO level (spin up / spin down) (eV) = -8.014 / -7.019
- orbital gap (spin up / spin down) (eV) = 7.80 / 6.00



# 4
3 unconnected molecules or ions with the total composition H4IO2, computed with wB97M-V/def2-TZVPD.

Geometry as XYZ:
```
7
Properties=species:S:1:pos:R:3:forces:R:3:mulliken_charge:R:1
I 0.3833 1.0241 -0.7290 0.01 0.08 -0.06 0.025
O 2.3177 -1.9891 -1.4465 0.13 -0.13 -0.25 -0.571
H 2.5204 -2.5687 -0.7122 0.08 -0.19 0.15 0.312
H 1.7681 -1.3036 -1.0666 -0.14 0.23 0.10 0.242
O -2.3109 1.7672 1.6762 -0.07 0.12 0.31 -0.584
H -3.0449 1.7981 1.0626 -0.21 0.04 -0.13 0.319
H -1.6337 1.2720 1.2155 0.19 -0.14 -0.12 0.257
```
Forces are in eV/Å.

Properties
- ΔE to the lowest compared entry with this formula, charge and spin (kJ/mol) = 0.0
- charge = 0
- spin multiplicity = 2
- E_LUMO (spin up / spin down) (eV) = 0.733 / -3.968
- HOMO level (spin up / spin down) (eV) = -11.012 / -10.688
- orbital gap (spin up / spin down) (eV) = 11.75 / 6.72